Below is a cluster of 3 separate species, C23H46BrFN2O3Si in total at a distorted geometry, with properties calculated with the ωB97M-V functional and the def2-TZVPD basis.

Each line ends with the Mulliken charge.
Element x y z (Å)
C 1.633402 -0.319053 2.951190  -0.680
C 1.053967 0.799946 1.939372  -0.350
C -0.339261 0.398972 1.233448  -0.273
Br -1.120902 2.072888 0.466066  -0.169
Si -1.564415 -0.571464 2.344166  0.422
C -3.372279 0.090472 2.303698  0.026
C -3.598914 1.269985 3.354655  0.421
O -3.428244 1.003658 4.560711  -0.491
F -3.982284 2.592667 3.020448  -0.243
H 2.779224 -0.213370 3.044178  -0.119
H 1.462895 -1.391944 2.559791  0.242
H 1.107741 -0.163550 3.957703  0.324
H 1.835797 0.895382 1.092549  0.256
H 0.913487 1.828075 2.430356  0.303
H -0.060175 -0.302785 0.357569  0.403
H -1.636514 -1.954584 1.811361  -0.144
H -1.075210 -0.617275 3.724322  -0.150
H -4.036064 -0.784791 2.665086  0.317
H -3.742346 0.363471 1.247506  -0.122
C -7.967067 -1.360749 -4.033510  -1.668
C -6.741705 -1.800154 -3.199210  1.614
C -7.193919 -2.287981 -1.806129  -1.249
C -7.588756 -1.156312 -0.865159  -0.640
C -6.471627 -0.122069 -0.769887  -1.025
C -6.024964 0.412204 -2.147244  1.823
N -5.751244 -0.682520 -3.130802  0.363
O -4.546789 -1.226869 -2.809084  -0.539
C -7.109522 1.372896 -2.695026  -1.911
C -4.798170 1.339871 -1.943636  -1.809
C -6.209650 -3.030198 -3.983567  -1.750
H -8.579260 -0.597896 -3.559708  0.283
H -7.657755 -0.988376 -5.014839  0.379
H -8.642129 -2.204915 -4.204978  0.445
H -6.384483 -2.858198 -1.334262  0.361
H -8.035717 -2.981319 -1.905315  0.400
H -8.521728 -0.692067 -1.198034  0.326
H -7.790523 -1.564772 0.130338  0.388
H -6.805020 0.706434 -0.135773  0.418
H -5.618743 -0.577171 -0.251414  0.205
H -6.945639 1.585223 -3.755825  0.370
H -7.085607 2.332769 -2.170264  0.474
H -8.125987 1.008165 -2.560314  0.323
H -3.963038 0.836229 -1.449851  0.341
H -5.054667 2.193662 -1.309471  0.434
H -4.444196 1.736376 -2.900262  0.431
H -5.852880 -2.742030 -4.977014  0.447
H -7.002187 -3.771868 -4.121368  0.410
H -5.397526 -3.542506 -3.462074  0.357
C 8.217199 1.743483 2.403697  -1.761
C 6.931491 0.927353 2.136415  1.663
C 7.210191 -0.579691 2.321000  -1.198
C 7.994152 -1.197672 1.170333  -0.491
C 7.312842 -0.905393 -0.162355  -1.241
C 7.056062 0.599105 -0.391725  1.742
N 6.396704 1.258783 0.779764  0.223
O 5.084672 0.901487 0.762402  -0.449
C 8.398130 1.298748 -0.721516  -1.786
C 6.236528 0.766970 -1.698507  -1.825
C 5.987395 1.379507 3.283453  -1.238
H 9.066616 1.451013 1.792055  0.308
H 8.039633 2.812415 2.251337  0.380
H 8.550304 1.614270 3.438122  0.440
H 6.261231 -1.121146 2.417820  0.310
H 7.753527 -0.749903 3.256413  0.387
H 9.024280 -0.829239 1.170041  0.305
H 8.058575 -2.280929 1.314622  0.382
H 7.927564 -1.309347 -0.973729  0.357
H 6.364752 -1.455415 -0.197081  0.367
H 8.299016 2.386654 -0.658864  0.371
H 8.722576 1.066262 -1.740320  0.470
H 9.224320 0.981885 -0.087994  0.307
H 5.287774 0.225147 -1.676032  0.347
H 6.789313 0.376182 -2.557758  0.436
H 6.026101 1.822766 -1.895456  0.445
H 5.735538 2.440551 3.193810  0.460
H 6.466924 1.236683 4.256446  0.414
H 5.057182 0.806913 3.313115  -0.099

Atomic forces in eV per Å
-0.154 0.380 -0.169
0.562 -0.271 -0.727
1.646 -0.531 -0.335
0.228 -0.864 0.231
-0.348 0.386 -0.506
-1.696 1.149 -0.341
0.592 -1.369 3.843
-0.769 1.563 -4.596
0.739 -2.761 -0.104
-1.905 0.045 -0.010
0.037 1.673 0.603
1.064 -0.569 -1.350
-1.310 0.180 1.335
0.391 -1.663 -0.522
-0.661 1.321 1.188
-0.014 0.084 0.030
-0.137 0.068 0.128
1.009 1.496 -0.355
0.740 -0.305 1.586
-0.249 0.242 0.080
-1.543 -0.910 -1.224
0.220 0.227 0.310
0.007 -0.004 0.009
-0.027 -0.394 -0.032
-0.582 2.060 0.247
2.752 -2.116 2.550
-1.850 1.149 -1.113
-0.280 -0.035 -0.115
0.391 -0.639 -0.136
0.679 0.268 0.255
0.090 0.065 0.005
0.049 -0.001 0.144
0.251 -0.038 0.077
0.078 0.087 -0.182
0.121 0.056 -0.256
0.042 0.028 -0.015
-0.020 0.040 -0.084
0.131 0.109 -0.236
0.058 0.006 -0.200
-0.031 -0.110 0.094
0.216 -0.195 0.033
0.033 -0.092 -0.120
-0.090 -0.097 -0.225
-0.276 -0.194 -0.103
-0.027 -0.114 0.072
0.002 0.041 0.139
-0.108 0.314 0.119
0.000 0.248 -0.045
0.317 -0.021 -0.153
1.100 0.784 1.698
-0.126 -0.213 -0.362
0.011 -0.004 -0.008
-0.150 -0.095 0.381
1.276 0.283 -1.716
-3.258 -2.818 0.222
2.076 1.230 -0.065
0.241 0.088 0.163
-0.607 0.011 0.472
-0.517 -0.093 -0.552
-0.065 0.018 -0.090
-0.042 -0.134 -0.057
-0.247 -0.063 -0.075
-0.046 0.201 -0.053
-0.101 0.274 -0.015
-0.027 0.027 -0.026
0.028 0.092 -0.006
-0.090 0.272 -0.069
-0.042 0.201 0.015
-0.005 -0.122 0.080
-0.270 -0.067 0.092
-0.068 0.091 0.105
0.070 0.169 0.199
0.189 0.027 0.305
0.000 -0.099 0.092
0.009 -0.122 -0.075
0.206 -0.038 -0.278
0.086 0.109 -0.200

## Properties
- HOMO-LUMO gap (alpha / beta) (eV) = 9.57 / 9.40
- 2S+1 = 3
- max |F| (Eh/bohr) = 0.0956
- ⟨S²⟩ = 2.01